Record 1
{
  "formula": "C16H52O16S3",
  "method": "ωB97M-V with the def2-TZVPD basis set",
  "symbols": ["O", "S", "O", "O", "C", "C", "C", "H", "H", "H", "H", "H", "H", "H", "H", "O", "S", "O", "O", "C", "C", "C", "H", "H", "H", "H", "H", "H", "H", "H", "O", "S", "O", "O", "C", "C", "C", "H", "H", "H", "H", "H", "H", "H", "H", "C", "O", "H", "H", "H", "H", "C", "O", "H", "H", "H", "H", "C", "O", "H", "H", "H", "H", "C", "O", "H", "H", "H", "H", "C", "O", "H", "H", "H", "H", "C", "O", "H", "H", "H", "H", "C", "O", "H", "H", "H", "H"],
  "positions_angstrom": [[3.5765, -1.6374, 5.4420], [3.1565, -2.2875, 4.1869], [3.5435, -1.7091, 2.9027], [3.5845, -3.8453, 4.2142], [3.1603, -4.6049, 5.3504], [4.3722, -5.3894, 5.8157], [1.2888, -2.4683, 4.2425], [2.4026, -5.3237, 5.0384], [2.6734, -4.0116, 6.1243], [4.6251, -6.1376, 5.0645], [4.1351, -5.8968, 6.7507], [5.2617, -4.7620, 5.8727], [1.0588, -3.2367, 3.5045], [0.8527, -1.5265, 3.9092], [1.0911, -2.7116, 5.2864], [7.0745, -1.3203, -4.4084], [6.5955, -1.1724, -3.0048], [5.1327, -0.9644, -2.7281], [7.0385, -2.5208, -2.1508], [6.5299, -2.6862, -0.8803], [7.2345, -3.8348, -0.1415], [7.6158, 0.0601, -2.1813], [5.4617, -2.8628, -1.0064], [6.5997, -1.7337, -0.3551], [7.1348, -4.8287, -0.5778], [6.8352, -4.0978, 0.8381], [8.2784, -3.6575, 0.1172], [8.5729, -0.4546, -2.2661], [7.3279, 0.1334, -1.1325], [7.5708, 1.0056, -2.7217], [-11.5308, -0.1945, 1.2610], [-11.1146, 0.5708, 2.4214], [-10.6827, -0.0689, 3.6604], [-9.9428, 1.6415, 1.9692], [-8.7035, 1.1109, 1.5258], [-7.7781, 2.2413, 1.0421], [-12.4463, 1.7982, 2.9535], [-8.7057, 0.2925, 0.8058], [-8.3079, 0.6802, 2.4457], [-7.6108, 3.0454, 1.7588], [-8.2338, 2.6854, 0.1571], [-6.7737, 1.9117, 0.7765], [-12.0612, 2.8113, 3.0697], [-12.8415, 1.5110, 3.9278], [-13.2488, 1.8322, 2.2166], [2.0812, 3.5419, 3.1618], [2.5059, 4.3435, 2.0588], [1.5750, 2.6696, 2.7485], [2.8592, 3.0155, 3.7148], [1.4567, 4.2504, 3.7059], [2.8446, 3.7721, 1.3657], [-0.3461, 0.3653, -1.2840], [-1.2906, -0.5378, -0.7004], [0.7196, 0.1599, -1.1826], [-0.6108, 0.4861, -2.3344], [-0.6304, 1.2853, -0.7731], [-2.1896, -0.4304, -1.0196], [-1.5525, -5.2756, -1.6971], [-1.6779, -5.0705, -0.2525], [-0.9118, -4.5176, -2.1477], [-1.1665, -6.2903, -1.7937], [-2.5498, -5.1375, -2.1148], [-1.4957, -4.1348, -0.1391], [-4.3282, -1.2190, -3.6722], [-4.8317, -1.0090, -2.3501], [-4.1903, -0.2233, -4.0939], [-3.4039, -1.7962, -3.6971], [-5.0144, -1.7567, -4.3265], [-5.1193, -1.8517, -1.9914], [4.2011, 4.1033, -2.4492], [5.2265, 4.3569, -1.4472], [3.2185, 4.5318, -2.2519], [4.4571, 4.3074, -3.4889], [4.0866, 3.0289, -2.5928], [5.6766, 5.1473, -1.7543], [0.5470, 2.3846, -6.5746], [-0.3767, 1.4488, -7.1029], [1.5460, 1.9784, -6.7333], [0.4006, 3.3553, -7.0483], [0.5104, 2.6006, -5.5069], [-1.2173, 1.9117, -7.1275], [-0.1743, 6.6744, -1.6518], [-0.6703, 5.7558, -0.7308], [-0.8964, 7.4084, -2.0093], [0.7429, 7.1176, -1.2639], [0.2137, 6.1581, -2.5299], [-0.0279, 5.7058, -0.0191]],
  "mulliken_charge": [-0.60, 1.13, -0.57, -0.25, -0.23, -1.24, -0.92, 0.30, 0.38, 0.31, 0.36, 0.31, 0.32, 0.38, 0.32, -0.60, 1.11, -0.59, -0.29, -0.02, -1.27, -0.88, 0.26, 0.23, 0.33, 0.35, 0.32, 0.35, 0.32, 0.38, -0.61, 1.19, -0.62, -0.25, -0.29, -1.16, -0.87, 0.36, 0.31, 0.32, 0.31, 0.36, 0.30, 0.33, 0.32, -0.47, -0.48, 0.19, 0.25, 0.22, 0.28, -0.45, -0.52, 0.24, 0.19, 0.24, 0.30, -0.47, -0.50, 0.25, 0.21, 0.20, 0.31, -0.56, -0.49, 0.22, 0.25, 0.30, 0.28, -0.59, -0.49, 0.21, 0.35, 0.22, 0.30, -0.48, -0.49, 0.23, 0.25, 0.21, 0.29, -0.53, -0.49, 0.25, 0.25, 0.20, 0.32],
  "largest_force_ev_per_a": 3.928,
  "charge": 0,
  "lumo_ev": 0.25,
  "total_energy_ev": -82693.264,
  "orbital_gap_ev": 10.40
}



Record 2
{
  "formula": "C16H53BN3O11Zr",
  "method": "ωB97M-V with the def2-TZVPD basis set",
  "symbols": ["Zr", "B", "H", "H", "H", "H", "O", "C", "C", "O", "H", "H", "H", "H", "O", "C", "C", "O", "H", "H", "H", "H", "C", "C", "C", "O", "C", "N", "H", "H", "H", "H", "H", "H", "H", "H", "H", "H", "H", "C", "C", "C", "O", "C", "N", "H", "H", "H", "H", "H", "H", "H", "H", "H", "H", "H", "C", "C", "C", "O", "C", "N", "H", "H", "H", "H", "H", "H", "H", "H", "H", "H", "H", "O", "H", "H", "O", "H", "H", "O", "H", "H", "O", "H", "H"],
  "positions_angstrom": [[0.8903, -2.0432, 1.9424], [0.2523, -0.6349, 0.3305], [-0.4244, -1.4363, 0.5840], [1.1711, -1.1184, 0.0368], [-0.0948, 0.1250, -0.3522], [0.4984, -0.1618, 1.2685], [1.9310, -3.2036, 3.7180], [3.3678, -2.9168, 3.6040], [3.9059, -1.5711, 2.8893], [2.9387, -1.2338, 1.9255], [3.9108, -3.7983, 3.2631], [3.6309, -2.8185, 4.6572], [4.8868, -1.5371, 2.4151], [3.9418, -0.8114, 3.6701], [-0.9734, -3.1732, 2.5792], [-1.2734, -4.1171, 1.5591], [-0.0733, -4.6593, 0.5338], [1.1146, -3.7903, 0.6288], [-2.1265, -3.7750, 0.9731], [-1.6612, -5.0368, 1.9970], [-0.4761, -4.6836, -0.4787], [0.1767, -5.6537, 0.9037], [1.3489, 1.6943, -2.9656], [1.7219, 0.6500, -4.0302], [2.2922, 1.2958, -5.4112], [1.2798, 2.1938, -5.7833], [1.5480, 2.7906, -7.0822], [2.6545, -0.3372, -3.4908], [0.6075, 1.1193, -2.4107], [0.8787, 2.6023, -3.3432], [2.1191, 2.0112, -2.2624], [0.8639, 0.0460, -4.3255], [2.4487, 0.5300, -6.1709], [3.2812, 1.7460, -5.3258], [2.2451, 3.6258, -7.0144], [0.6649, 3.2074, -7.5664], [1.8074, 2.0242, -7.8126], [3.0550, -0.8369, -4.2718], [3.4655, 0.0279, -3.0122], [0.4436, 4.4363, 1.7804], [1.0459, 3.3427, 0.8994], [2.1949, 2.5710, 1.4605], [3.2506, 3.4185, 1.3719], [4.5386, 2.8537, 1.1956], [-0.0415, 2.3443, 0.7622], [0.1333, 3.9433, 2.7017], [-0.4128, 4.8766, 1.2696], [1.3168, 5.0550, 1.9872], [1.2932, 3.6696, -0.1106], [2.4160, 1.7560, 0.7712], [1.9345, 2.1663, 2.4385], [4.8088, 2.2794, 2.0817], [5.2079, 3.7125, 1.1452], [4.6054, 2.2203, 0.3111], [-0.7998, 2.7440, 0.2281], [0.2620, 1.4448, 0.4172], [-3.6526, -1.3975, 0.4381], [-4.4896, -0.1319, 0.2354], [-6.0094, -0.3864, 0.1090], [-6.5965, -0.9683, 1.2833], [-7.1472, -2.3728, 1.1515], [-4.1907, 0.7244, 1.3568], [-3.8668, -2.1697, -0.3008], [-3.5771, -1.9241, 1.3895], [-2.6053, -1.1049, 0.3624], [-4.2739, 0.3400, -0.7232], [-6.2380, -0.9948, -0.7661], [-6.4957, 0.5313, -0.2218], [-8.0163, -2.3942, 1.8090], [-6.4218, -3.0851, 1.5448], [-7.3850, -2.7623, 0.1616], [-4.5893, 1.5956, 1.0371], [-4.8124, 0.2690, 2.0097], [-1.8715, 0.8703, -2.2863], [-1.1001, 0.7605, -1.7304], [-2.4681, 0.1749, -2.0091], [4.2829, -0.9624, -0.4765], [4.2510, -0.9889, 0.4798], [3.3690, -1.0434, -0.7494], [-1.8767, -0.0720, 2.3681], [-2.4819, 0.5727, 2.0016], [-2.4318, -0.8154, 2.6038], [0.4208, -0.6678, 3.6603], [0.6598, -0.6262, 4.5862], [-0.3791, -0.1461, 3.5951]],
  "lowdin_spin": [-0.03, 0.00, 0.00, 0.00, 0.00, 0.00, 0.79, 0.07, 0.01, 0.02, 0.04, 0.03, 0.00, 0.01, 0.00, 0.00, 0.00, 0.06, 0.00, 0.00, 0.00, 0.00, 0.00, 0.00, 0.00, 0.00, 0.00, 0.00, 0.00, 0.00, 0.00, 0.00, 0.00, 0.00, 0.00, 0.00, 0.00, 0.00, 0.00, 0.00, 0.00, 0.00, 0.00, 0.00, 0.00, 0.00, 0.00, 0.00, 0.00, 0.00, 0.00, 0.00, 0.00, 0.00, 0.00, 0.00, 0.00, 0.00, 0.00, 0.00, 0.00, 0.00, 0.00, 0.00, 0.00, 0.00, 0.00, 0.00, 0.00, 0.00, 0.00, 0.00, 0.00, 0.00, 0.00, 0.00, 0.00, 0.00, 0.00, 0.00, 0.00, 0.00, 0.00, 0.00, 0.00],
  "spin_multiplicity": 2,
  "largest_force_ev_per_a": 4.396,
  "charge": 0,
  "s_squared": 0.757,
  "lumo_ev": [-0.05, -3.59],
  "total_energy_ev": -46395.007,
  "orbital_gap_ev": [8.51, 4.97]
}